Computed, not measured: 2 unconnected molecules or ions with the total composition C9H14O at a distorted geometry, with ωB97M-V with the def2-TZVPD basis set.

Each line ends with the natural charge from an NBO analysis.
Positions of all 24 atoms, in Å:
O  -2.23991  -0.55565  -3.56638  -0.717
C  1.38465  -0.56067  0.89035  -0.194
C  0.98211  1.79935  1.36500  0.000
C  0.74236  3.22376  0.94082  -0.635
C  1.10691  0.19606  3.17625  -0.201
C  0.97888  1.56694  2.75282  -0.227
C  1.19115  -0.84672  2.25799  -0.233
C  -1.38096  -1.27170  -2.70081  -0.059
C  1.18389  0.75151  0.48213  -0.231
C  -1.64148  -2.75975  -2.50727  -0.646
H  -1.32683  -0.81584  -1.73314  0.157
H  0.41706  3.27523  -0.09747  0.211
H  -1.89671  -3.30735  -3.37640  0.215
H  1.10985  -1.90948  2.43238  0.213
H  1.68063  -1.28873  0.18378  0.210
H  -0.37598  -1.04936  -3.14893  0.165
H  -2.46165  -2.80012  -1.77431  0.201
H  -0.82309  -3.20271  -1.85127  0.222
H  -0.07740  3.60599  1.51307  0.221
H  1.10312  1.00309  -0.57326  0.208
H  1.73291  3.67675  1.01033  0.227
H  0.75331  2.22548  3.59312  0.220
H  0.99875  -0.07045  4.22525  0.209
H  -3.14156  -0.88566  -3.49404  0.461

Atomic forces in eV per Å
-0.564 -0.285 -0.084
-0.693 1.609 1.440
-0.625 0.565 1.704
0.503 -1.215 -1.138
-0.843 0.556 -0.461
0.232 -3.259 0.237
0.783 0.197 -1.476
1.910 0.150 -1.171
0.150 0.110 -0.554
0.351 0.820 2.750
-0.257 0.406 0.797
0.149 -0.027 -0.162
0.118 -0.609 -0.855
0.294 0.014 0.975
-0.195 -0.875 -0.577
-0.642 -0.582 0.330
-0.333 -0.257 -0.491
-0.590 0.352 -1.389
0.072 0.826 0.626
0.372 -0.152 0.003
-0.491 0.842 0.250
0.251 0.551 -0.807
0.027 0.248 -0.084
0.022 0.017 0.136

Largest force on an atom, eV/Å: 3.28
ΔE to the lowest compared entry with this formula, charge and spin, eV: 1.228
HOMO energy, eV: -8.994
Gap between HOMO and LUMO, eV: 9.87
SMILES: Cc1ccccc1.CCO